11
Properties=species:S:1:pos:R:3:forces:R:3 method="wB97M-V/def2-TZVPD" total_energy_ev=-11722.69431 charge=0 smiles="[H]/N=c1/ncnc(O)o1" e_lumo_ev=-0.11
H 2.9773 -1.2208 -0.8080 -3.725 0.067 0.102
N 1.8957 -1.4444 -0.9930 -0.003 2.679 -0.126
C 0.8729 -0.6666 -0.7377 1.360 -3.009 0.949
N -0.4430 -1.0575 -1.0663 1.003 -0.585 -1.056
C -1.4734 -0.4472 -0.6467 -2.317 -0.860 -0.308
N -1.5180 0.6136 0.2273 0.589 0.093 -0.359
C -0.3565 0.8666 0.6565 0.863 0.833 2.424
O -0.2558 1.5918 1.8473 3.952 -2.974 -2.164
O 0.8924 0.3574 0.2482 -1.692 1.193 0.367
H -2.5611 -0.8510 -0.8412 2.432 0.583 -0.113
H 0.6901 1.1799 2.0760 -2.461 1.981 0.285



12
Properties=species:S:1:pos:R:3:forces:R:3 method="wB97M-V/def2-TZVPD" total_energy_ev=-21570.58470 charge=-2 e_lumo_ev=6.73
C 1.5959 -0.2290 0.6494 0.895 -1.160 1.597
C 1.6135 -1.4484 1.4031 -3.305 -2.046 -1.243
C 0.4009 -0.0166 0.0124 -2.499 -1.264 -0.214
N 0.3943 -2.1081 1.1496 1.340 1.989 0.310
N -0.3109 -1.1907 0.3553 6.542 1.198 1.466
O -1.0657 1.8591 -2.8897 1.399 -0.337 -1.782
O -2.9162 1.0598 -1.3330 1.701 0.480 0.157
O -1.4903 3.1200 -0.7252 0.449 0.188 0.575
P -1.6639 1.9119 -1.5646 -3.346 -0.470 1.179
H 2.3439 0.4978 0.7373 1.134 0.964 -0.132
H 2.3027 -2.0727 2.0472 -0.505 1.246 -0.902
H -1.2043 -1.3831 0.1583 -3.804 -0.787 -1.010



102
Properties=species:S:1:pos:R:3:forces:R:3 method="wB97M-V/def2-TZVPD" total_energy_ev=-102749.27372 charge=+3 e_lumo_ev=-9.12
Sn 0.2379 1.3995 -0.4381 0.266 -0.350 0.164
C 7.9614 -10.3029 2.2943 -0.146 -0.414 -0.109
O 8.1170 -8.9142 2.5062 0.408 0.110 0.199
C 7.1897 -8.0446 2.1371 -0.599 0.719 -0.205
C 7.4724 -6.6981 2.4512 0.000 -0.508 -0.025
C 6.5868 -5.7087 2.1351 -0.389 -0.103 -0.217
C 5.3827 -6.0082 1.4726 0.335 -0.763 0.014
C 5.1023 -7.3435 1.1520 0.075 0.701 0.130
C 5.9824 -8.3483 1.4821 0.583 -0.406 0.215
C 4.5016 -4.9168 1.1704 -0.139 0.289 0.016
N 4.6730 -3.6984 1.6526 0.247 0.034 0.250
C 3.6713 -2.9523 1.1566 -0.774 -0.832 -0.843
C 2.8453 -3.7313 0.3266 0.304 0.967 0.574
N 3.3920 -4.9800 0.3584 0.120 -0.132 0.049
C 1.7247 -3.1843 -0.3373 -0.008 0.285 0.036
C 0.8503 -3.9077 -1.1664 -0.155 0.309 -0.047
C -0.1830 -3.2533 -1.7910 0.247 -0.240 0.128
C -0.3253 -1.8804 -1.5861 -0.075 0.164 0.018
N 0.4560 -1.1808 -0.7868 -0.089 0.050 0.059
C 1.4687 -1.7954 -0.1501 0.047 -0.574 -0.103
C 2.2820 -1.0028 0.7389 0.411 -0.396 0.121
N 1.9663 0.2945 0.9348 -0.597 0.567 -0.283
C 2.6828 1.0111 1.7830 0.013 0.319 0.121
C 3.7859 0.5132 2.4731 0.100 -0.197 -0.024
C 4.1603 -0.7942 2.2638 -0.218 0.257 -0.040
C 3.3908 -1.5823 1.4004 -0.325 0.158 -0.244
H 8.8658 -10.7586 2.6963 -0.164 0.014 -0.072
H 7.8768 -10.5392 1.2293 0.013 0.056 0.067
H 7.0869 -10.6884 2.8278 0.070 0.048 -0.032
H 8.3995 -6.4822 2.9542 0.151 0.036 0.079
H 6.7846 -4.6800 2.3827 0.136 0.104 0.061
H 4.1803 -7.6126 0.6578 -0.126 -0.052 -0.062
H 5.7402 -9.3698 1.2346 -0.004 -0.091 -0.008
H 3.0722 -5.7908 -0.1473 0.129 0.025 0.077
H 1.0000 -4.9674 -1.3041 -0.045 -0.113 -0.073
H -0.8692 -3.7884 -2.4257 -0.087 0.000 -0.117
H -1.1052 -1.3286 -2.0954 -0.078 0.005 -0.053
H 2.3640 2.0391 1.9088 0.115 0.070 0.080
H 4.3366 1.1476 3.1474 0.024 0.124 0.059
H 5.0187 -1.2372 2.7443 0.082 -0.028 0.099
C -2.0287 5.5883 -0.1604 0.120 -0.011 -0.085
C -1.0850 6.5639 -0.4410 0.019 -0.220 0.061
C 0.2430 6.1912 -0.5661 0.034 -0.185 -0.004
C 0.5984 4.8506 -0.4190 -0.403 0.409 0.040
N -0.3271 3.9128 -0.1801 0.345 -0.096 0.258
C -1.5951 4.2813 -0.0457 -0.264 -0.017 0.077
C 1.9947 4.3900 -0.5424 0.471 0.134 0.033
C 3.0816 5.2472 -0.3734 -0.191 -0.202 -0.051
C 4.3640 4.7584 -0.5666 -0.148 -0.229 -0.057
C 4.5220 3.4284 -0.9294 -0.021 0.100 -0.006
C 3.3940 2.6324 -1.0273 0.265 -0.122 -0.002
N 2.1654 3.0916 -0.8264 -0.354 -0.086 0.257
H -3.0734 5.8248 -0.0464 -0.128 0.048 0.028
H -1.3788 7.5939 -0.5587 -0.004 0.155 -0.011
H 0.9870 6.9344 -0.7981 0.113 0.060 -0.022
H -2.2910 3.4854 0.1844 -0.071 -0.093 0.013
H 2.9386 6.2719 -0.0713 -0.071 0.093 -0.026
H 5.2201 5.4036 -0.4346 0.045 0.022 -0.015
H 5.4982 3.0169 -1.1206 0.124 -0.099 -0.004
H 3.4618 1.5765 -1.2604 0.165 -0.020 -0.038
O -3.8062 -0.2976 -0.8749 0.347 0.459 -0.392
C -3.3080 0.4811 -1.5589 -0.986 -1.304 1.120
C -2.1451 0.7405 4.8246 -0.036 -0.433 0.525
N -2.0049 1.3197 3.5037 0.096 0.127 -0.185
C -2.5596 2.6374 3.2483 0.000 0.329 -0.280
C -1.3914 0.6746 2.5253 0.025 -0.100 0.249
C -0.8782 -0.7037 2.7921 0.091 0.030 -0.185
O -1.2732 1.2132 1.3919 0.284 0.339 -0.621
H -2.5495 1.4768 5.5132 0.014 0.021 -0.106
H -1.1757 0.4218 5.2102 -0.097 0.001 0.021
H -2.8211 -0.1168 4.8099 0.037 0.026 0.042
H -2.8904 3.0912 4.1792 0.069 -0.093 -0.044
H -3.4139 2.5609 2.5707 0.035 0.056 0.011
H -1.8009 3.2720 2.7843 -0.132 -0.005 0.052
H -1.7063 -1.3590 3.0588 0.009 -0.074 0.097
H -0.1628 -0.6976 3.6126 0.021 -0.089 0.055
H -0.4003 -1.0845 1.8941 0.004 -0.020 0.002
S -3.8881 5.0352 -3.5956 -0.317 -1.494 0.328
P -4.7443 3.3479 -3.2270 -0.930 1.349 -0.639
S -2.6379 1.5339 -2.4822 0.549 0.788 -0.757
C -5.8269 3.2737 -1.7614 0.564 -0.228 -0.457
C -7.1141 3.7599 -1.9861 -0.022 -0.033 -0.221
C -7.9915 3.8718 -0.9221 -0.049 0.037 0.007
C -7.5992 3.4819 0.3486 0.072 0.012 -0.011
C -6.3210 2.9911 0.5638 0.118 -0.001 -0.014
C -5.4228 2.9005 -0.4867 0.135 -0.073 0.010
C -5.2966 2.2855 -4.5669 0.517 0.396 0.657
C -5.8863 1.0471 -4.2906 -0.062 0.035 0.082
C -6.3303 0.2675 -5.3428 -0.032 -0.066 0.157
C -6.1824 0.7115 -6.6531 0.003 0.137 0.114
C -5.5810 1.9355 -6.9180 0.015 0.016 -0.064
C -5.1146 2.7214 -5.8815 0.050 0.100 -0.064
H -7.4196 4.0624 -2.9787 -0.093 0.022 -0.040
H -8.9802 4.2735 -1.0821 -0.079 -0.001 -0.060
H -8.2837 3.5716 1.1773 -0.100 -0.009 0.057
H -6.0209 2.6882 1.5554 0.025 -0.026 0.076
H -4.4170 2.5429 -0.3159 0.042 -0.008 0.078
H -5.9969 0.7180 -3.2638 -0.110 -0.052 -0.024
H -6.8051 -0.6829 -5.1481 -0.002 -0.040 0.035
H -6.5473 0.1087 -7.4723 -0.008 -0.051 -0.013
H -5.4862 2.2759 -7.9374 0.053 0.046 -0.068
H -4.6350 3.6707 -6.0787 -0.023 0.020 -0.034



40
Properties=species:S:1:pos:R:3:forces:R:3 method="wB97M-V/def2-TZVPD" total_energy_ev=-19466.87663 charge=0 smiles="CC(C)CC(=O)NCCCCc1ccccc1" e_lumo_ev=0.73
C -3.9227 -2.6821 -0.7488 0.023 0.286 -0.021
C -3.7820 -1.2032 -0.4014 0.079 -0.118 0.120
C -4.5369 -0.8761 0.8843 0.072 0.068 -0.279
C -2.3053 -0.8212 -0.2572 -0.408 0.162 -0.299
C -2.1308 0.6880 -0.1795 0.263 -0.514 0.273
O -2.7977 1.4704 -0.8222 -0.238 0.209 -0.282
N -1.1567 1.0897 0.6714 0.279 0.062 0.353
C -0.7697 2.4752 0.8080 0.014 0.339 -0.289
C 0.3969 2.8764 -0.1017 -0.039 -0.078 0.289
C 1.6667 2.0508 0.1330 -0.258 0.073 -0.282
C 1.7506 0.8153 -0.7751 0.178 0.088 0.233
C 2.9401 -0.0243 -0.4074 -0.082 -0.050 -0.139
C 2.8149 -1.0816 0.4844 0.003 0.022 -0.027
C 3.9183 -1.8292 0.8560 0.016 -0.075 0.086
C 5.1665 -1.5262 0.3407 0.088 -0.063 0.033
C 5.3034 -0.4739 -0.5486 0.101 0.022 -0.010
C 4.1980 0.2709 -0.9178 -0.030 -0.012 0.011
H -3.4960 -3.3008 0.0390 0.043 -0.125 0.085
H -3.4123 -2.9121 -1.6815 0.052 -0.084 -0.097
H -4.9716 -2.9463 -0.8593 -0.103 -0.087 -0.010
H -4.1998 -0.5998 -1.2129 0.068 -0.030 0.051
H -4.4537 0.1839 1.1115 -0.048 0.115 0.096
H -5.5909 -1.1215 0.7784 -0.125 -0.008 0.050
H -4.1345 -1.4455 1.7209 0.036 -0.082 0.119
H -1.7558 -1.1639 -1.1390 0.075 -0.006 0.021
H -1.8756 -1.3043 0.6230 0.055 -0.054 0.013
H -0.5882 0.4036 1.1398 -0.196 -0.074 -0.073
H -1.6469 3.0724 0.5471 0.090 -0.038 0.156
H -0.5079 2.6598 1.8539 -0.037 0.016 -0.059
H 0.0821 2.7782 -1.1416 -0.034 0.077 -0.070
H 0.6041 3.9313 0.0853 -0.030 0.056 -0.059
H 1.7154 1.7374 1.1793 0.087 -0.005 0.074
H 2.5462 2.6696 -0.0565 0.058 -0.046 0.084
H 0.8381 0.2246 -0.6866 0.006 0.005 -0.092
H 1.8358 1.1474 -1.8120 -0.078 -0.020 -0.026
H 1.8419 -1.3284 0.8873 -0.119 -0.024 0.026
H 3.8034 -2.6512 1.5478 -0.006 -0.063 0.049
H 6.0286 -2.1094 0.6289 0.065 -0.047 0.018
H 6.2747 -0.2338 -0.9562 0.075 0.015 -0.035
H 4.3092 1.0898 -1.6144 0.005 0.091 -0.089



30
Properties=species:S:1:pos:R:3:forces:R:3 method="wB97M-V/def2-TZVPD" total_energy_ev=-59438.14491 charge=-1 e_lumo_ev=2.51
C 1.4239 -2.1607 -0.3536 -0.108 0.018 -0.007
C 1.4746 -1.2903 0.9092 0.010 -0.045 0.076
C 1.0756 0.1935 0.7934 0.110 0.011 -0.031
S 2.0724 1.2032 2.0372 0.030 -0.020 0.027
O -0.2627 0.3419 1.0522 -0.165 0.062 -0.255
B -0.8091 1.5361 0.2928 0.167 -0.041 0.119
C -2.1628 1.1268 -0.5734 -0.024 0.079 0.210
I -1.7503 0.4634 -2.6140 0.049 -0.045 -0.081
C -3.1647 0.1271 -0.0179 0.047 -0.121 -0.276
C -2.6828 -1.3070 0.1627 0.118 -0.019 0.083
I -3.9121 0.8932 1.8696 -0.044 0.069 0.165
O 0.3542 1.9583 -0.5439 -0.218 0.012 0.008
C 1.2157 0.8780 -0.5920 -0.079 -0.033 -0.092
P 2.8677 1.3859 -1.1951 0.046 0.062 -0.084
S 3.0185 2.4910 -2.7937 -0.049 -0.114 0.091
H 2.0809 -3.0236 -0.2338 -0.046 -0.046 0.062
H 0.4187 -2.5375 -0.5458 -0.037 0.095 -0.061
H 1.7499 -1.6423 -1.2540 0.083 -0.011 0.022
H 2.4575 -1.3688 1.3699 0.085 0.073 -0.118
H 0.7597 -1.6931 1.6305 0.117 -0.043 0.118
H 1.4693 0.6438 3.0931 -0.036 -0.035 0.012
H -1.1504 2.4479 1.0307 0.047 -0.071 0.005
H -2.7008 2.0534 -0.7696 0.011 0.012 -0.109
H -4.0650 0.1336 -0.6287 -0.087 0.021 0.095
H -3.2772 -1.8431 0.9010 -0.085 0.014 -0.039
H -1.6430 -1.3101 0.4845 -0.056 -0.012 0.027
H -2.7648 -1.8354 -0.7886 0.056 0.033 -0.032
H 0.8881 0.1261 -1.3291 -0.028 0.099 -0.059
H 3.5431 1.8848 -0.0733 0.003 0.064 0.045
H 3.4759 0.1238 -1.3205 0.084 -0.069 0.079



20
Properties=species:S:1:pos:R:3:forces:R:3 method="wB97M-V/def2-TZVPD" total_energy_ev=-11879.03963 charge=0 e_lumo_ev=0.06
H -0.1266 -1.2104 -0.5147 -0.153 0.279 -0.022
N -0.9743 -1.7811 -0.5955 0.338 -0.504 -0.001
C -2.0443 -1.1296 -0.6160 -0.008 -0.083 -0.103
C -2.1667 0.3696 -0.5394 0.030 0.187 0.076
C -3.5294 0.8694 -0.1563 0.161 0.287 -0.055
O -1.2247 1.0944 -0.7654 -0.133 0.011 0.032
H -2.9774 -1.6834 -0.6855 -0.216 -0.025 0.032
H -4.2516 0.5629 -0.9113 -0.104 -0.070 -0.033
H -3.5295 1.9527 -0.0688 0.018 -0.008 -0.009
H -3.8249 0.4214 0.7910 -0.072 -0.078 0.060
C 3.8203 -0.1122 0.1024 0.122 0.006 0.098
C 2.6638 0.2318 -0.4542 0.029 -0.129 0.127
N 1.4133 0.1277 0.1304 -0.235 0.321 0.197
N 1.2915 -0.0745 1.5239 0.128 -0.083 -0.067
H 3.8994 -0.4673 1.1162 -0.080 -0.066 0.160
H 4.7361 -0.0575 -0.4544 0.134 0.069 -0.199
H 2.6161 0.5757 -1.4778 0.001 0.059 -0.109
H 0.7242 0.7979 -0.1981 0.129 -0.246 0.050
H 1.9202 0.5455 2.0405 -0.030 -0.121 -0.192
H 1.5644 -1.0331 1.7328 -0.059 0.195 -0.043



10
Properties=species:S:1:pos:R:3:forces:R:3 method="wB97M-V/def2-TZVPD" total_energy_ev=-84838.02958 charge=0 smiles="O=C=NI.C=CBr" e_lumo_ev=-0.75
O 0.5270 -3.0912 0.7200 0.322 0.473 -0.816
C 0.9835 -2.0659 0.3763 -0.233 -0.294 1.355
N 1.2986 -0.9123 0.2016 -0.396 -0.802 -0.309
I 3.0187 0.0003 0.0103 0.690 0.334 -0.120
C -0.8460 0.4397 -0.6495 2.345 5.383 -0.720
C -1.1676 1.2684 0.3332 0.821 -0.137 -1.920
Br -0.3876 3.0393 0.3301 -0.640 -0.919 0.471
H -1.2817 -0.4339 -0.7971 -1.906 -3.936 -0.323
H -0.1930 0.8326 -1.4666 -0.337 -0.697 0.808
H -1.9519 0.9231 0.9416 -0.666 0.594 1.572



9
Properties=species:S:1:pos:R:3:forces:R:3 method="wB97M-V/def2-TZVPD" total_energy_ev=-8278.09174 charge=0 smiles="CC(=O)OO" e_lumo_ev=0.73
C 1.0744 0.6678 -0.4038 0.645 -3.417 -1.432
C -0.2592 -0.0359 -0.2592 2.512 -1.118 4.115
O -1.2245 -0.0923 -0.9055 -1.599 -0.052 -1.122
O -0.2228 -0.6926 1.1290 -0.414 0.880 -2.503
O -1.4782 -1.3692 1.3697 -0.431 1.984 -2.185
H 1.7490 0.1171 -1.2380 -1.368 0.668 2.405
H 0.8854 1.5325 -0.9356 -0.378 2.373 -0.408
H 1.4909 0.7307 0.6027 0.406 0.258 -0.556
H -2.0150 -0.8581 0.6407 0.629 -1.575 1.687



18
Properties=species:S:1:pos:R:3:forces:R:3 method="wB97M-V/def2-TZVPD" total_energy_ev=-12479.45201 charge=0 smiles=O.O.O.O.O.O e_lumo_ev=0.35
O 3.0978 5.1299 1.7096 -0.016 -0.063 0.164
H 2.8360 4.6535 0.9175 0.024 0.074 -0.060
H 3.4970 5.9511 1.4117 -0.009 -0.006 -0.102
O -2.1453 -1.0184 0.1185 0.038 0.396 0.395
H -3.0291 -1.4034 0.0692 0.137 -0.247 -0.151
H -2.2916 -0.1533 -0.2819 0.169 -0.014 -0.004
O 2.0629 -1.3095 4.5435 0.568 0.162 -0.864
H 2.6427 -1.7530 5.1711 -0.684 0.119 0.254
H 1.1748 -1.1550 4.8633 0.116 -0.282 0.590
O -3.2972 -1.8728 -2.0347 -0.523 -0.252 0.732
H -3.6010 -2.2884 -2.8415 0.457 0.006 -0.183
H -2.3266 -1.7465 -2.0310 -0.989 -0.168 -0.694
O -1.1146 -0.8082 -2.9102 1.198 0.414 0.349
H -0.4395 -0.7118 -2.1929 -0.394 -0.098 -0.527
H -0.7721 -0.2231 -3.5921 -0.203 -0.068 -0.142
O 0.9195 -0.3679 -1.1444 0.251 0.351 -0.226
H 1.0025 -0.8945 -0.3427 0.274 0.118 -0.031
H 1.7838 -0.0286 -1.4328 -0.415 -0.441 0.500



17
Properties=species:S:1:pos:R:3:forces:R:3 method="wB97M-V/def2-TZVPD" total_energy_ev=-5377.06106 charge=0 smiles="C=C.CCC" e_lumo_ev=1.17
C 1.8922 1.0877 -1.9973 0.257 -2.493 1.429
C 1.5432 -0.1041 -2.5071 1.052 3.349 -0.974
H 1.8950 1.9081 -2.5738 0.007 2.695 -2.642
H 2.3326 1.3878 -1.0677 -0.442 -0.769 1.148
H 1.5304 0.0558 -3.6217 -0.867 -1.536 1.167
H 1.4974 -0.9463 -1.8747 -0.019 -1.247 -0.113
C -1.8770 -1.2536 1.0610 1.298 -0.499 -0.773
C -0.4322 -0.5847 0.8949 -1.149 0.825 2.985
C -0.4020 0.7822 1.7476 3.041 -2.141 -0.394
H -2.3464 -1.0971 2.0339 0.384 -0.291 0.123
H -1.8457 -2.3367 0.7749 -0.170 0.840 0.466
H -2.5512 -0.7625 0.3406 0.291 -0.114 0.154
H -0.4067 -0.3073 -0.1220 0.631 0.173 -1.191
H 0.4920 -1.1068 1.2239 -0.984 -0.456 -0.553
H -0.0201 1.5088 1.0265 0.865 0.337 0.869
H -1.3619 1.0602 1.8328 -3.635 1.070 0.776
H 0.0606 0.7084 2.8281 -0.560 0.258 -2.476



18
Properties=species:S:1:pos:R:3:forces:R:3 method="wB97M-V/def2-TZVPD" total_energy_ev=-8436.49542 charge=0 smiles="C=C(C)C.O.O" e_lumo_ev=0.74
C -0.5217 -0.4958 -0.1160 -0.707 -0.279 -0.731
C -0.0549 0.6629 0.3259 0.051 -0.455 0.280
C -0.2058 0.9528 1.8033 0.148 0.957 -0.608
C 0.7520 1.5856 -0.5258 0.483 -0.341 -0.558
H -0.2385 -0.9498 -1.0653 -0.121 0.477 -0.112
H -1.3325 -1.0126 0.3845 0.524 -0.296 0.518
H -1.1610 0.5694 2.1485 0.068 -0.025 0.330
H -0.0928 2.0171 2.0275 -0.435 0.072 -0.065
H 0.6330 0.5104 2.3311 -0.028 -0.448 0.158
H 0.7057 1.3435 -1.5911 -0.207 -0.325 0.118
H 1.8115 1.4964 -0.2784 0.079 0.512 0.267
H 0.3870 2.6095 -0.4745 0.229 0.157 0.419
O 2.8745 -1.8593 -0.2774 1.491 -0.944 -0.517
H 3.3078 -2.7370 -0.3155 -1.052 -0.014 0.489
H 3.6317 -1.4326 -0.7037 -0.425 0.969 0.018
O -3.3772 -1.2794 -0.8779 -0.371 0.282 -0.657
H -4.2395 -1.2685 -1.3132 -0.089 -0.254 0.322
H -2.8793 -0.7128 -1.4820 0.360 -0.044 0.328



10
Properties=species:S:1:pos:R:3:forces:R:3 method="wB97M-V/def2-TZVPD" total_energy_ev=-3676.26924 charge=0 smiles="C=N.C" e_lumo_ev=1.00
C 2.3179 0.3997 -1.4861 0.227 0.787 -1.514
N 2.3564 -0.8122 -1.1836 0.093 -0.284 1.816
H 2.8854 1.1939 -0.9805 0.162 -0.693 0.349
H 1.8678 0.8069 -2.4018 -0.646 -0.183 0.174
H 1.7149 -1.4645 -1.6211 0.158 0.373 -0.821
C -2.2579 -0.0971 1.5541 0.902 2.349 -0.574
H -2.5782 -0.0173 0.5096 -0.426 -0.244 0.326
H -2.1686 0.9599 1.9152 -0.445 -0.684 -0.197
H -2.9402 -0.6143 2.2132 0.298 -0.525 -0.091
H -1.1977 -0.3549 1.4809 -0.322 -0.898 0.532



HOMO energy in eV, matching the order above: -9.90 -0.29 -12.65 -9.19 -5.23 -8.35 -9.32 -10.22 -10.36 -10.05 -8.69 -9.78
Gap between HOMO and LUMO in eV, matching the order above: 9.79 7.02 3.53 9.91 7.75 8.41 8.58 10.94 10.71 11.21 9.43 10.79